1.
# C19H12BrCl2F4O4PSW

C19H12BrCl2F4O4PSW as an isolated structure in a non-equilibrium geometry (ωB97M-V/def2-TZVPD, OMol25).

XYZ file:
```
45
C19H12BrCl2F4O4PSW, DFT ωB97M-V/def2-TZVPD
W -2.01 -0.04 0.76
Cl -3.05 -0.76 3.00
C -4.69 -0.99 2.29
Cl -4.38 -1.24 0.54
H -5.25 -0.07 2.43
H -5.14 -1.88 2.72
F 2.59 -5.56 -0.30
C 2.09 -4.37 -0.35
C 2.89 -3.28 -0.72
F 4.14 -3.46 -1.02
C 2.33 -2.00 -0.76
F 3.09 -0.97 -1.08
C 0.99 -1.78 -0.46
P 0.32 -0.13 -0.35
C 0.83 0.61 1.20
C 1.67 1.66 1.43
C 1.62 2.29 2.70
C 0.69 1.93 3.67
C -0.16 0.86 3.44
C -0.14 0.18 2.19
C 0.69 0.79 -1.85
C 0.83 0.08 -3.06
C 1.12 0.76 -4.27
C 1.27 2.14 -4.29
C 1.13 2.85 -3.11
C 0.83 2.18 -1.89
C 0.23 -2.89 -0.07
Br -1.62 -2.66 0.36
C 0.74 -4.16 -0.01
F -0.01 -5.18 0.34
H 2.37 2.01 0.69
H 2.33 3.09 2.91
H 0.67 2.44 4.62
H -0.78 0.51 4.25
H -0.29 -0.90 2.29
H 0.73 -1.00 -3.10
H 1.23 0.17 -5.18
H 1.50 2.65 -5.22
H 1.24 3.92 -3.09
H 0.72 2.78 -1.00
O -3.23 3.21 -0.82
S -2.75 2.07 -0.21
O -3.37 1.49 1.08
O -1.29 1.95 0.28
O -2.71 0.70 -0.99
```

The calculation puts the energy above the lowest of the compared OMol25 structures with the same formula, charge and spin at 1.3914 eV. The highest occupied orbital energy (spin up / spin down) is -20.8 / -20.8 eV. The charge is +4. The calculation puts the HOMO-LUMO gap (spin up / spin down) at 3.5 / 3.5 eV.

2.
# C19H12Cl2I2N3O8Ti

C19H12Cl2I2N3O8Ti as an isolated structure (ωB97M-V/def2-TZVPD, OMol25).

XYZ file:
```
47
C19H12Cl2I2N3O8Ti, DFT ωB97M-V/def2-TZVPD
Ti -0.65 0.31 0.55
I 1.74 -0.82 0.83
C 0.37 -2.33 3.63
I -1.28 -1.11 2.98
H 0.91 -1.64 4.29
H -0.17 -3.04 4.27
O 0.15 -1.06 -5.12
C -0.11 -2.20 -4.50
O -0.05 -3.26 -5.05
C -0.46 -2.10 -3.05
C -0.80 -3.16 -2.23
Cl -0.97 -4.81 -2.55
N -1.06 -2.68 -0.99
N -0.89 -1.36 -0.97
C -0.52 -1.00 -2.18
C -0.23 0.46 -2.33
O 0.04 0.96 -3.41
O -0.31 1.10 -1.21
C -1.58 -3.41 0.14
C -0.71 -4.04 0.99
C -1.23 -4.76 2.06
C -2.60 -4.81 2.25
C -3.47 -4.14 1.39
C -2.95 -3.44 0.32
H 0.07 -0.26 -4.54
H 0.36 -3.94 0.86
H -0.56 -5.23 2.76
H -3.01 -5.36 3.10
H -4.53 -4.16 1.56
H -3.60 -2.89 -0.36
Cl -2.92 0.42 0.44
O -1.11 3.76 2.18
C -0.27 3.19 1.54
O -0.25 1.87 1.38
C 0.89 3.91 0.92
C 1.91 3.23 0.26
C 2.97 3.94 -0.29
C 2.98 5.31 -0.17
C 1.98 6.01 0.48
C 0.93 5.30 1.03
N 4.10 6.07 -0.75
O 4.09 7.28 -0.63
O 4.98 5.44 -1.31
H 1.88 2.15 0.18
H 3.77 3.43 -0.81
H 2.03 7.09 0.55
H 0.13 5.79 1.55
```

The calculation puts the energy above the lowest of the compared OMol25 structures with the same formula, charge and spin at 0.0000 eV. The highest occupied orbital energy (spin up / spin down) is -4.3 / -4.3 eV. The charge is -1. The calculation puts the HOMO-LUMO gap (spin up / spin down) at 5.3 / 5.3 eV.

3.
# C19H13AgF9N6O7S3

C19H13AgF9N6O7S3 as an isolated structure in a non-equilibrium geometry (ωB97M-V/def2-TZVPD, OMol25).

XYZ file:
```
58
C19H13AgF9N6O7S3, DFT ωB97M-V/def2-TZVPD
Ag -0.46 0.53 -0.03
S 1.91 -5.02 4.99
N 0.40 -4.67 4.49
C 0.51 -3.74 3.56
C -0.59 -3.13 2.85
C -1.93 -3.41 3.12
C -2.90 -2.77 2.40
C -2.51 -1.84 1.43
N -1.25 -1.56 1.17
C -0.29 -2.19 1.85
C 1.11 -1.83 1.54
N 1.33 -0.98 0.53
C 2.55 -0.56 0.31
C 3.65 -0.97 1.05
C 3.46 -1.90 2.05
C 2.17 -2.36 2.30
C 1.86 -3.35 3.30
N 2.74 -4.00 4.04
H -2.17 -4.13 3.89
H -3.95 -2.96 2.58
H -3.25 -1.30 0.85
H 2.65 0.15 -0.51
H 4.64 -0.57 0.85
H 4.28 -2.28 2.64
F -4.54 3.07 -0.66
C -3.34 3.05 -0.06
F -3.07 4.29 0.37
F -3.40 2.24 0.99
S -2.05 2.54 -1.29
O -0.79 2.91 -0.71
O -2.41 3.20 -2.51
N -2.40 0.98 -1.27
S -1.89 0.03 -2.43
O -1.52 0.69 -3.64
O -1.12 -1.09 -1.98
C -3.53 -0.77 -2.83
F -3.35 -1.85 -3.61
F -4.34 0.07 -3.47
F -4.15 -1.18 -1.71
C 2.92 0.65 -4.03
N 1.96 1.73 -4.00
C 2.05 2.76 -5.01
C 1.07 1.80 -2.99
O 1.02 1.01 -2.07
H 3.08 0.33 -5.06
H 2.53 -0.17 -3.45
H 3.88 0.97 -3.61
H 2.17 2.31 -5.99
H 2.90 3.43 -4.82
H 1.13 3.35 -5.01
H 0.38 2.65 -3.08
F 0.29 1.86 4.86
C 0.50 2.59 3.74
F -0.34 3.65 3.81
F 1.75 3.08 3.83
C 0.27 1.75 2.44
O 1.22 1.69 1.65
O -0.86 1.22 2.37
```

The calculation puts the energy above the lowest of the compared OMol25 structures with the same formula, charge and spin at 0.5245 eV. The highest occupied orbital energy is -5.6 eV. The charge is -1. The calculation puts the HOMO-LUMO gap at 7.3 eV.

4.
# C19H13AsBeF6IN5O2

C19H13AsBeF6IN5O2 as an isolated structure (ωB97M-V/def2-TZVPD, OMol25).

XYZ file:
```
48
C19H13AsBeF6IN5O2, DFT ωB97M-V/def2-TZVPD
Be 0.20 -0.40 -0.41
O -2.88 5.08 3.47
C -2.45 4.46 4.35
O -2.02 3.84 5.23
C -1.31 2.60 2.49
C -1.57 2.83 1.17
C -1.11 1.84 0.30
N -0.47 0.76 0.77
C -0.21 0.60 2.07
C -0.64 1.53 3.01
C 0.61 -0.60 2.36
C 1.12 -0.93 3.60
C 1.95 -2.04 3.69
C 2.24 -2.77 2.54
C 1.68 -2.36 1.34
N 0.88 -1.31 1.26
C -1.18 1.90 -1.17
C -1.67 2.97 -1.90
C -1.57 2.92 -3.29
C -0.99 1.81 -3.88
C -0.54 0.78 -3.07
N -0.64 0.82 -1.75
H -2.09 3.71 0.82
H -0.44 1.42 4.07
H 0.90 -0.33 4.47
H 2.38 -2.32 4.64
H 2.89 -3.63 2.58
H 1.89 -2.89 0.42
H -2.10 3.83 -1.41
H -1.93 3.74 -3.89
H -0.89 1.74 -4.96
H -0.07 -0.10 -3.50
F 1.59 -0.29 -1.03
As 3.37 -0.32 -1.87
F 2.59 0.54 -3.14
F 3.59 1.15 -1.02
F 4.89 -0.37 -2.61
F 3.83 -1.19 -0.46
F 2.79 -1.79 -2.56
I -1.33 -5.19 -3.43
C -1.31 -3.65 -2.05
C -2.23 -3.41 -1.05
N -1.82 -2.30 -0.40
N -0.70 -1.81 -0.93
C -0.37 -2.62 -1.94
H -3.12 -3.95 -0.77
H -2.25 -1.86 0.39
H 0.52 -2.44 -2.52
```

The spin multiplicity is 2. The highest occupied orbital energy (spin up / spin down) is -11.9 / -11.9 eV. The charge is +1. The calculation puts the HOMO-LUMO gap (spin up / spin down) at 7.9 / 7.4 eV.

5.
# C19H13Br2Cl2NO6STi

C19H13Br2Cl2NO6STi as an isolated structure in a non-equilibrium geometry (ωB97M-V/def2-TZVPD, OMol25).

XYZ file:
```
45
C19H13Br2Cl2NO6STi, DFT ωB97M-V/def2-TZVPD
Ti 0.20 -0.15 -0.23
C -1.19 -3.08 1.33
C 0.20 -3.17 0.76
C 0.84 -4.40 0.65
C 2.14 -4.51 0.19
C 2.85 -3.33 -0.09
C 4.20 -3.22 -0.47
Br 5.23 -4.80 -0.75
C 4.82 -2.01 -0.67
C 4.10 -0.83 -0.48
Br 4.98 0.83 -0.73
C 2.75 -0.84 -0.14
O 2.00 0.21 0.04
C 2.13 -2.11 0.05
N 0.81 -2.04 0.38
H -1.40 -3.96 1.95
H -1.92 -3.04 0.53
H -1.29 -2.17 1.92
H 0.30 -5.30 0.92
H 2.61 -5.48 0.07
H 5.85 -1.97 -0.96
O 0.56 2.60 1.52
C -0.19 2.61 0.53
O -0.18 1.71 -0.39
C -1.24 3.68 0.41
C -0.92 4.91 -0.16
C -1.87 5.91 -0.29
C -3.17 5.68 0.14
C -3.50 4.46 0.71
C -2.56 3.43 0.87
S -3.07 1.96 1.64
H 0.10 5.08 -0.49
H -1.60 6.86 -0.74
H -3.92 6.45 0.03
H -4.51 4.28 1.06
O -0.29 0.09 1.93
H -1.20 0.47 1.91
H 0.28 0.88 2.05
Cl -2.15 1.09 -2.84
C -2.52 -0.54 -2.68
Cl 0.85 -0.65 -2.42
C -2.13 -1.34 -1.53
O -2.50 -2.51 -1.48
O -1.44 -0.77 -0.55
H -3.02 -1.01 -3.51
```

The spin multiplicity is 3. The calculation puts the energy above the lowest of the compared OMol25 structures with the same formula, charge and spin at 0.6914 eV. The highest occupied orbital energy (spin up / spin down) is -0.8 / -1.1 eV. The charge is -2. The calculation puts the HOMO-LUMO gap (spin up / spin down) at 4.5 / 4.9 eV.

6.
# C19H13Br2N4O2

An isolated ion of composition C19H13Br2N4O2 and charge -1 in a non-equilibrium geometry (ωB97M-V/def2-TZVPD, OMol25).

XYZ file:
```
40
C19H13Br2N4O2, DFT ωB97M-V/def2-TZVPD
C -5.35 2.21 2.01
O -5.02 1.07 1.14
C -3.71 0.69 1.08
C -2.65 1.25 1.88
C -1.35 0.79 1.68
C -1.02 -0.22 0.74
C 0.38 -0.86 0.50
C 1.48 0.27 0.58
C 2.82 -0.17 0.62
C 3.89 0.64 0.86
Br 5.66 -0.05 1.01
C 3.73 2.08 1.14
O 4.69 2.81 1.47
C 2.35 2.56 0.86
Br 2.11 4.46 1.17
C 1.32 1.69 0.61
C -2.09 -0.69 -0.02
C -3.39 -0.31 0.14
H -6.41 2.36 1.76
H -5.22 1.96 3.08
H -4.75 3.12 1.76
H -2.91 2.04 2.63
H -0.56 1.27 2.28
H 0.56 -1.29 1.55
H 3.00 -1.21 0.37
H 0.38 2.17 0.32
H -1.79 -1.42 -0.75
H -4.16 -0.83 -0.43
C 1.95 -2.83 -3.93
N 2.95 -1.94 -4.03
C 3.08 -0.98 -3.14
N 2.33 -0.81 -2.04
C 1.32 -1.59 -1.87
C 1.08 -2.68 -2.82
N 0.18 -3.51 -2.21
C -0.15 -2.97 -1.05
N 0.47 -1.75 -0.72
H 1.80 -3.64 -4.63
H 3.87 -0.24 -3.22
H -0.86 -3.46 -0.39
```

The highest occupied orbital energy is -3.6 eV. The charge is -1. Its SMILES is COc1ccc([C@H](c2cc(Br)c([O-])c(Br)c2)n2cnc3cncnc32)cc1. The calculation puts the HOMO-LUMO gap at 6.0 eV.

7.
# C19H13Br2N5O3PtS

C19H13Br2N5O3PtS as an isolated structure (ωB97M-V/def2-TZVPD, OMol25).

XYZ file:
```
44
C19H13Br2N5O3PtS, DFT ωB97M-V/def2-TZVPD
Pt 0.46 -1.40 -0.92
Br 3.28 -1.27 -5.18
C 2.57 0.14 -4.15
C 2.78 1.47 -4.55
C 2.26 2.51 -3.84
Br 2.57 4.28 -4.44
C 1.50 2.28 -2.67
C 0.89 3.27 -1.88
C 0.15 2.91 -0.79
C 0.02 1.55 -0.45
N 0.60 0.61 -1.16
C 1.32 0.94 -2.28
C 1.84 -0.17 -3.01
O 1.59 -1.38 -2.59
H 3.35 1.65 -5.45
H 1.00 4.31 -2.15
H -0.35 3.65 -0.17
H -0.57 1.24 0.39
N -2.41 3.80 3.24
C -1.89 2.53 3.08
C -2.69 1.49 2.60
C -2.15 0.24 2.38
C -0.80 0.01 2.62
C 0.00 1.03 3.12
C -0.54 2.28 3.35
S -0.09 -1.56 2.31
O -0.68 -2.53 3.18
O 1.34 -1.39 2.30
N -0.64 -1.88 0.78
C -0.68 -3.22 0.46
N -1.31 -4.21 1.05
C -1.12 -5.41 0.53
C -0.32 -5.66 -0.56
C 0.27 -4.57 -1.16
N 0.07 -3.36 -0.65
H -3.41 3.87 3.34
H -1.91 4.41 3.87
H -3.74 1.68 2.39
H -2.77 -0.57 2.00
H 1.05 0.84 3.29
H 0.09 3.08 3.73
H -1.64 -6.23 1.02
H -0.18 -6.66 -0.94
H 0.89 -4.64 -2.05
```

The calculation puts the energy above the lowest of the compared OMol25 structures with the same formula, charge and spin at 0.0000 eV. The highest occupied orbital energy is -7.8 eV. The calculation puts the HOMO-LUMO gap at 7.3 eV.

8.
# C19H13Cl2GaN3O3

C19H13Cl2GaN3O3 as an isolated structure (ωB97M-V/def2-TZVPD, OMol25).

XYZ file:
```
41
C19H13Cl2GaN3O3, DFT ωB97M-V/def2-TZVPD
Ga 0.03 0.25 0.17
O 3.92 0.52 -0.18
C 2.74 0.27 -0.27
N 1.85 0.23 0.74
C 2.13 1.01 1.92
C 1.21 2.21 1.91
C 1.43 3.33 2.70
C 0.59 4.42 2.57
C -0.45 4.37 1.65
C -0.64 3.21 0.93
N 0.17 2.16 1.07
C 2.10 0.02 -1.62
C 2.86 -0.32 -2.73
C 2.23 -0.41 -3.97
C 0.87 -0.13 -4.05
C 0.19 0.20 -2.90
N 0.80 0.28 -1.72
H 3.17 1.34 1.92
H 1.94 0.42 2.83
H 2.26 3.34 3.39
H 0.73 5.30 3.18
H -1.10 5.22 1.50
H -1.44 3.11 0.21
H 3.92 -0.49 -2.62
H 2.79 -0.69 -4.85
H 0.35 -0.19 -5.00
H -0.88 0.41 -2.91
Cl -4.67 -5.30 0.85
C -3.42 -4.16 0.58
C -2.23 -4.61 -0.04
C -1.20 -3.74 -0.26
Cl 0.27 -4.23 -1.00
C -1.30 -2.37 0.12
O -0.30 -1.57 -0.09
C -2.52 -1.93 0.70
C -2.69 -0.57 1.01
O -1.88 0.37 0.80
C -3.57 -2.85 0.94
H -2.14 -5.64 -0.33
H -3.65 -0.28 1.46
H -4.48 -2.51 1.41
```

The calculation puts the energy above the lowest of the compared OMol25 structures with the same formula, charge and spin at 0.6309 eV. The highest occupied orbital energy is -11.4 eV. The charge is +1. The calculation puts the HOMO-LUMO gap at 7.5 eV.

9.
# C19H13ClN5S2Zr

C19H13ClN5S2Zr as an isolated structure in a non-equilibrium geometry (ωB97M-V/def2-TZVPD, OMol25).

XYZ file:
```
41
C19H13ClN5S2Zr, DFT ωB97M-V/def2-TZVPD
Zr 0.07 -0.12 -0.01
N -0.89 -1.80 3.82
C -0.32 -1.09 4.92
C -0.64 -1.49 6.21
C -0.14 -0.77 7.29
C 0.65 0.34 7.08
C 0.97 0.73 5.79
C 0.50 0.01 4.72
S 1.00 0.47 3.07
N 0.00 -0.52 2.09
C -0.81 -1.44 2.55
C -1.66 -2.08 1.53
C -2.77 -2.86 1.82
C -3.55 -3.34 0.78
C -3.19 -3.05 -0.53
C -2.07 -2.28 -0.75
N -1.31 -1.79 0.24
H -1.50 -2.57 4.07
H -1.28 -2.35 6.37
H -0.39 -1.10 8.29
H 1.02 0.91 7.92
H 1.60 1.60 5.62
H -3.04 -3.07 2.84
H -4.43 -3.93 0.99
H -3.78 -3.42 -1.36
H -1.74 -2.06 -1.76
N 5.35 3.61 0.32
C 4.84 2.59 0.24
C 4.20 1.31 0.14
C 4.96 0.14 0.03
C 4.29 -1.07 -0.05
C 2.91 -1.09 -0.01
N 2.18 0.05 0.08
C 2.82 1.23 0.17
H 6.04 0.19 0.00
H 4.84 -2.00 -0.13
H 2.36 -2.02 -0.07
H 2.21 2.11 0.26
S 0.09 0.35 -3.72
C 0.15 -0.07 -2.26
Cl -0.87 1.95 0.16
```

The spin multiplicity is 2. The calculation puts the energy above the lowest of the compared OMol25 structures with the same formula, charge and spin at 0.1782 eV. The highest occupied orbital energy (spin up / spin down) is -13.1 / -13.8 eV. The charge is +2. The calculation puts the HOMO-LUMO gap (spin up / spin down) at 5.6 / 6.3 eV.

10.
# C19H14BrCl2N3O4Se3TeW

C19H14BrCl2N3O4Se3TeW as an isolated structure in a non-equilibrium geometry (ωB97M-V/def2-TZVPD, OMol25).

XYZ file:
```
48
C19H14BrCl2N3O4Se3TeW, DFT ωB97M-V/def2-TZVPD
W 0.82 -0.07 0.54
O -3.15 -0.10 1.99
C -2.03 -0.53 1.97
N -1.23 -0.54 0.77
C -2.01 -0.86 -0.34
O -3.19 -1.12 -0.36
C -1.23 -0.96 -1.59
C -1.87 -1.23 -2.79
C -1.11 -1.40 -3.93
C 0.27 -1.34 -3.80
C 0.83 -1.06 -2.58
N 0.09 -0.84 -1.48
C -1.42 -1.09 3.21
C -2.15 -1.05 4.39
C -1.50 -1.41 5.56
C -0.17 -1.78 5.50
C 0.46 -1.82 4.26
N -0.16 -1.49 3.13
H -2.95 -1.30 -2.77
H -1.58 -1.59 -4.88
H 0.92 -1.50 -4.65
H 1.90 -1.01 -2.47
H -3.18 -0.73 4.37
H -2.01 -1.36 6.51
H 0.39 -2.02 6.39
H 1.50 -2.12 4.16
Se 2.75 1.79 1.76
Se 3.21 2.50 3.80
Te 0.75 1.84 4.71
Se 0.18 1.68 2.41
O 1.25 -1.98 0.59
O 2.02 -1.26 1.54
Cl 2.83 0.12 -0.73
C 4.71 -0.64 -3.53
Cl 3.64 0.22 -4.51
H 4.80 -1.70 -3.70
H 5.33 -0.08 -2.86
Br -2.32 3.63 -4.12
C -1.28 2.97 -2.68
C -1.88 2.73 -1.45
C -1.13 2.13 -0.45
C 0.21 1.74 -0.61
C 0.78 2.11 -1.84
C 0.06 2.72 -2.86
H -2.91 2.98 -1.28
H -1.64 1.98 0.50
H 1.83 1.92 -2.02
H 0.55 2.96 -3.80
```

The spin multiplicity is 3. The calculation puts the energy above the lowest of the compared OMol25 structures with the same formula, charge and spin at 1.6105 eV. The highest occupied orbital energy (spin up / spin down) is -7.8 / -7.9 eV. The calculation puts the HOMO-LUMO gap (spin up / spin down) at 5.8 / 5.6 eV.

11.
# C19H14Co2NO7

C19H14Co2NO7 as an isolated structure in a non-equilibrium geometry (ωB97M-V/def2-TZVPD, OMol25).

XYZ file:
```
43
C19H14Co2NO7, DFT ωB97M-V/def2-TZVPD
C -1.52 -3.78 -2.92
O -1.57 -4.05 -1.47
C -0.71 -3.39 -0.63
C -0.06 -2.16 -0.98
C 1.01 -1.83 -0.19
C 1.27 -2.59 0.97
N 2.50 -2.13 1.45
C 2.97 -1.09 0.77
C 4.31 -0.54 1.10
C 1.99 -0.69 -0.27
C 0.54 -3.68 1.40
C -0.48 -4.08 0.58
H -2.30 -4.41 -3.37
H -1.73 -2.72 -3.14
H -0.53 -4.07 -3.33
H -0.36 -1.52 -1.83
H 2.94 -2.46 2.31
H 4.88 -0.29 0.19
H 4.16 0.41 1.62
H 4.90 -1.21 1.75
H 2.52 -0.67 -1.26
H 0.77 -4.16 2.35
H -1.13 -4.90 0.83
O -1.79 2.10 4.02
C -1.91 2.57 2.96
Co -2.14 3.19 1.33
C -3.20 1.95 0.73
O -3.95 1.14 0.40
C -3.20 4.54 2.06
O -3.88 5.40 2.42
C -0.23 2.38 0.96
C 0.34 1.71 -0.07
C 1.48 0.92 -0.51
Co -0.86 3.14 -0.65
C -1.68 1.94 -1.60
O -2.03 1.07 -2.28
C -0.27 4.24 -1.89
O 0.38 4.79 -2.67
C -2.45 4.46 -0.40
O -3.16 5.32 -0.78
H 0.35 2.91 1.78
H 1.29 0.77 -1.62
H 2.53 1.46 -0.12
```

The calculation puts the energy above the lowest of the compared OMol25 structures with the same formula, charge and spin at 4.2693 eV. The highest occupied orbital energy is -1.5 eV. The charge is -1. The calculation puts the HOMO-LUMO gap at 3.7 eV.

Question: What is the formula in the third record?
Answer: C19H13AgF9N6O7S3